{
  "formula": "C23H41BrNO6S",
  "method": "ωB97M-V/def2-TZVPD",
  "max_force_ev_per_a": 3.9,
  "total_charge": 1,
  "molar_mass_g_mol": 539.55,
  "e_lumo_ev": -6.14,
  "e_tot_ev": -119159.8309,
  "species": ["Br", "S", "O", "O", "O", "O", "O", "O", "N", "C", "C", "C", "C", "C", "C", "C", "C", "C", "C", "C", "C", "C", "C", "C", "C", "C", "C", "C", "C", "C", "C", "C", "H", "H", "H", "H", "H", "H", "H", "H", "H", "H", "H", "H", "H", "H", "H", "H", "H", "H", "H", "H", "H", "H", "H", "H", "H", "H", "H", "H", "H", "H", "H", "H", "H", "H", "H", "H", "H", "H", "H", "H", "H"],
  "positions_angstrom": [[-4.7127, 3.1088, 1.5125], [0.7184, 0.4200, -1.2350], [-2.0421, 3.3516, 1.9770], [-2.6697, -4.2405, -1.2593], [1.1829, 1.6568, -0.3764], [-0.8363, 0.4839, -0.8714], [0.9211, 0.6526, -2.6197], [1.2445, -0.7976, -0.7051], [-1.8305, -4.9566, -0.8450], [2.4231, 6.1373, -1.2405], [0.2921, -3.9000, -1.4564], [0.6305, -5.1227, -2.3049], [-2.4764, 1.7792, 0.2556], [-0.3695, 3.4721, -1.0453], [1.6517, 3.5384, 3.2725], [-1.0748, -2.9360, 0.4192], [-0.6358, -4.2166, -0.2720], [0.8417, 5.6925, 0.6185], [1.6861, 5.6999, 1.9324], [1.1238, 4.7099, 2.9108], [0.0422, 2.4669, 0.0011], [-0.6257, -5.8414, -2.7946], [0.8059, 4.2846, -1.5794], [0.1013, -5.0527, 0.7883], [0.8928, 2.6347, 4.2222], [-1.1183, -7.3848, -0.8308], [-1.0072, 1.3978, 0.2784], [-1.6320, -6.2029, -1.6869], [-2.9562, -6.6415, -2.3005], [-2.8187, 2.7856, 1.3064], [1.6423, 5.0296, -0.5149], [3.0050, 3.0462, 2.8229], [1.2710, -5.8091, -1.7476], [0.6153, -5.9209, 0.3867], [0.2282, 2.9220, 0.9729], [-0.1808, -3.1396, -2.0860], [-1.1297, -5.2100, -3.5331], [0.8748, 3.0841, 5.2142], [1.1941, -3.4463, -1.0491], [1.6329, 6.6909, 2.3838], [0.4783, 4.9791, -2.3504], [0.6594, 6.7293, 0.3456], [-3.0694, 0.8866, 0.4497], [1.4823, 3.5824, -2.0701], [0.1586, 4.9818, 3.3273], [-1.4685, -7.3219, 0.1993], [-1.1022, 4.1372, -0.5900], [1.2128, -4.8022, -3.1691], [2.9926, 1.9625, 2.7226], [-2.7375, 2.1467, -0.7345], [-1.7951, -3.1291, 1.2162], [-0.2007, -2.4626, 0.8573], [-0.7654, 0.7783, 1.1412], [3.7523, 3.3275, 3.5648], [2.9312, 6.7912, -0.5344], [-0.1282, 2.4647, 3.8888], [-0.5798, -5.3890, 1.5705], [3.2923, 3.4538, 1.8582], [-3.7048, -6.8366, -1.5316], [-0.0333, -7.4573, -0.8177], [2.7323, 5.4951, 1.7235], [3.1108, 5.7390, -1.9827], [-0.3609, -6.7696, -3.2997], [-2.7888, -7.5603, -2.8547], [-1.5095, -2.2216, -0.2788], [1.6993, 6.7649, -1.7637], [1.3838, 1.6682, 4.3214], [-0.0783, 5.1685, 0.8529], [-3.3605, -5.9085, -2.9970], [-0.8745, 2.9820, -1.8803], [2.3995, 4.3451, -0.1287], [0.8598, -4.4299, 1.2548], [-1.4931, -8.3217, -1.2321]]
}